Model A:
# C6H24N12O6

6 unconnected molecules or ions with the total composition C6H24N12O6 (wB97M-V/def2-TZVPD, the Open Molecules 2025 dataset).

Element x y z (Å)
1 C 0.34 0.75 -0.89
2 O 0.12 0.15 0.16
3 N 1.25 0.30 -1.69
4 N -0.19 1.87 -1.26
5 H 1.49 -0.62 -1.34
6 H 1.30 0.62 -2.65
7 H 0.06 2.48 -2.03
8 H -0.94 2.07 -0.60
9 C 2.61 1.05 4.43
10 O 1.84 1.96 4.22
11 N 3.60 1.13 5.27
12 N 2.64 -0.09 3.81
13 H 3.52 2.12 5.47
14 H 4.42 0.76 4.81
15 H 3.35 -0.76 4.10
16 H 2.07 -0.31 3.01
17 C 1.44 1.29 -7.05
18 O 2.50 1.07 -7.62
19 N 0.48 0.47 -7.12
20 N 1.09 2.32 -6.38
21 H 0.53 -0.32 -7.73
22 H -0.39 0.74 -6.68
23 H 0.16 2.45 -6.03
24 H 1.70 3.13 -6.40
25 C -4.81 -0.98 2.87
26 O -5.17 -0.08 2.15
27 N -5.41 -1.42 3.92
28 N -3.58 -1.42 2.94
29 H -5.19 -2.26 4.43
30 H -6.28 -0.95 4.11
31 H -3.51 -2.21 3.56
32 H -2.83 -0.98 2.42
33 C 3.37 -5.53 -1.17
34 O 3.94 -6.29 -0.41
35 N 3.79 -5.18 -2.31
36 N 2.20 -4.93 -0.98
37 H 4.59 -5.66 -2.70
38 H 3.17 -4.56 -2.80
39 H 1.79 -4.49 -1.79
40 H 1.47 -5.17 -0.32
41 C -2.55 3.89 2.05
42 O -1.88 4.90 2.01
43 N -2.35 2.85 2.87
44 N -3.57 3.70 1.27
45 H -2.74 1.96 2.62
46 H -1.65 2.89 3.60
47 H -3.67 4.43 0.57
48 H -4.10 2.84 1.27

Computed properties:
Gap between HOMO and LUMO: 9.153 eV
Net charge: 0

***

Model B:
# C6H24N12O6

6 unconnected molecules or ions with the total composition C6H24N12O6 (wB97M-V/def2-TZVPD, the Open Molecules 2025 dataset).

Element x y z (Å)
1 C 9.06 27.83 -10.66
2 O 9.97 27.58 -9.84
3 N 9.34 28.08 -11.88
4 N 7.81 27.94 -10.48
5 H 8.55 28.26 -12.49
6 H 10.27 28.34 -12.17
7 H 7.42 28.46 -11.26
8 H 7.47 28.25 -9.58
9 C 6.88 32.16 -4.25
10 O 6.31 33.18 -3.92
11 N 6.87 31.69 -5.47
12 N 7.42 31.42 -3.37
13 H 7.25 30.76 -5.56
14 H 6.55 32.21 -6.28
15 H 7.25 31.60 -2.39
16 H 7.93 30.56 -3.56
17 C 2.04 29.99 -8.81
18 O 0.85 29.70 -8.84
19 N 2.84 29.06 -8.39
20 N 2.58 31.00 -9.36
21 H 2.44 28.14 -8.28
22 H 3.84 29.14 -8.37
23 H 3.58 31.07 -9.20
24 H 1.97 31.64 -9.84
25 C 3.58 24.48 -4.72
26 O 3.49 25.73 -4.62
27 N 3.77 23.73 -3.67
28 N 3.50 23.84 -5.83
29 H 4.29 22.89 -3.87
30 H 3.72 24.25 -2.80
31 H 3.78 24.21 -6.73
32 H 3.80 22.89 -5.67
33 C 9.85 30.88 -6.60
34 O 9.75 31.34 -7.72
35 N 10.53 31.55 -5.64
36 N 9.38 29.78 -6.10
37 H 10.69 31.19 -4.71
38 H 10.64 32.54 -5.81
39 H 8.70 29.31 -6.67
40 H 9.43 29.50 -5.13
41 C 5.92 28.15 -6.38
42 O 6.99 28.59 -6.77
43 N 5.57 26.91 -6.20
44 N 4.87 28.92 -6.02
45 H 4.82 26.68 -5.56
46 H 6.32 26.23 -6.30
47 H 4.96 29.92 -6.10
48 H 3.95 28.53 -6.22

Computed properties:
Gap between HOMO and LUMO: 9.268 eV
Net charge: 0

***

Tell me which of them is the most stable. Sure, it is model B.

***

Model A:
# C3H4F2O

A single C3H4F2O molecule (wB97M-V/def2-TZVPD, the Open Molecules 2025 dataset).

Element x y z (Å)
1 C 0.09 0.63 0.11
2 C -1.32 0.06 -0.05
3 C 1.25 -0.31 -0.05
4 O -0.80 0.78 -0.99
5 F -1.52 -1.23 -0.20
6 F -2.35 0.56 0.64
7 H 0.06 1.25 0.94
8 H 0.85 -1.33 -0.37
9 H 1.71 -0.45 0.85
10 H 2.04 0.03 -0.87

Computed properties:
Gap between HOMO and LUMO: 11.383 eV
Net charge: 0

***

Model B:
# C3H4F2O

A single C3H4F2O molecule (wB97M-V/def2-TZVPD, the Open Molecules 2025 dataset).

Element x y z (Å)
1 C 0.96 0.05 0.40
2 C -0.36 -0.59 0.22
3 C -1.44 0.06 -0.06
4 H 1.43 0.69 -1.38
5 H 0.75 1.02 0.84
6 H 1.53 -0.40 1.26
7 H -0.48 -1.67 0.06
8 O 1.68 0.05 -0.79
9 F -2.52 -0.61 -0.44
10 F -1.56 1.40 -0.11

Computed properties:
Gap between HOMO and LUMO: 10.869 eV
Net charge: 0

***

Tell me which of them is the most stable. Sure, it is model B.

***

Model A:
# C8H12NO

A gas-phase ion, C8H12NO (charge +1) (wB97M-V/def2-TZVPD, the Open Molecules 2025 dataset).

Element x y z (Å)
1 C -1.77 -3.18 -0.81
2 C -1.88 -2.05 -0.22
3 C -1.82 -1.00 0.49
4 C 1.51 0.37 1.60
5 C 1.49 1.18 0.29
6 C 0.48 -0.76 1.25
7 C 0.20 0.86 -0.34
8 C -0.47 1.71 -1.33
9 N -0.39 -0.13 0.28
10 O -2.48 -0.21 1.30
11 H -1.98 -3.41 -1.83
12 H 2.51 0.15 2.08
13 H 1.01 1.04 2.44
14 H 1.44 2.27 0.51
15 H 2.24 0.76 -0.37
16 H 0.76 -1.63 0.77
17 H -0.13 -0.99 2.11
18 H -0.35 1.32 -2.38
19 H 0.02 2.63 -1.21
20 H -1.51 1.78 -1.07
21 H -1.47 -4.01 -0.27
22 H -3.32 0.10 1.02

Computed properties:
Gap between HOMO and LUMO: 10.358 eV
Net charge: +1

***

Model B:
# C8H12NO

A gas-phase ion, C8H12NO (charge +1) (wB97M-V/def2-TZVPD, the Open Molecules 2025 dataset).

Element x y z (Å)
1 C 0.87 0.82 -1.94
2 C -0.93 0.38 -0.89
3 C 0.14 0.17 -0.02
4 C 0.75 -1.77 1.46
5 C 0.26 -0.22 1.43
6 C -0.12 -2.74 1.67
7 C 1.20 0.67 2.06
8 C -1.32 1.14 -3.15
9 N -0.42 0.76 -2.12
10 O 1.23 0.53 -0.73
11 H 1.56 1.12 -2.76
12 H 1.73 -1.84 1.19
13 H -0.84 -0.32 1.64
14 H -1.97 0.36 -0.70
15 H 0.16 -3.82 1.78
16 H -1.10 -2.47 1.94
17 H 1.74 0.17 2.86
18 H 0.61 1.54 2.46
19 H 1.91 1.02 1.39
20 H -2.11 0.45 -3.11
21 H -1.79 2.07 -2.90
22 H -1.00 1.18 -4.13

Computed properties:
Gap between HOMO and LUMO: 9.834 eV
Net charge: +1

***

Tell me which of them is the most stable. Sure, it is model B.

***

Model A:
# C4H10OSi2

A single C4H10OSi2 molecule (wB97M-V/def2-TZVPD, the Open Molecules 2025 dataset).

Element x y z (Å)
1 C 2.74 0.62 1.22
2 C -2.05 0.82 1.35
3 C 2.04 -0.22 0.45
4 C -0.73 0.78 1.31
5 O -0.56 -0.56 -1.15
6 Si -1.13 -0.78 -2.64
7 Si 0.21 -0.63 0.30
8 H 3.71 0.76 1.61
9 H 2.08 1.12 1.93
10 H -2.41 1.83 1.76
11 H -2.78 0.18 0.83
12 H 2.65 -0.81 -0.20
13 H -0.22 1.66 1.70
14 H -2.64 -1.11 -2.68
15 H -0.29 -1.78 -3.36
16 H -0.74 0.39 -3.34
17 H 0.11 -2.28 0.91

Computed properties:
Gap between HOMO and LUMO: 10.745 eV
Net charge: 0

***

Model B:
# C4H10OSi2

2 unconnected molecules or ions with the total composition C4H10OSi2 (wB97M-V/def2-TZVPD, the Open Molecules 2025 dataset).

Element x y z (Å)
1 C -0.51 -2.47 1.62
2 C -1.88 1.69 0.55
3 C 0.55 -1.61 1.38
4 C -1.23 0.82 1.37
5 O 1.79 1.19 1.33
6 Si 1.39 0.51 -3.02
7 Si 0.56 0.25 1.27
8 H -0.33 -3.54 1.66
9 H -1.59 -2.23 1.81
10 H -2.90 2.08 0.63
11 H -1.20 2.08 -0.35
12 H 1.58 -1.87 1.46
13 H -1.86 0.50 2.17
14 H 0.40 -0.09 -4.04
15 H 1.90 -0.31 -1.89
16 H 2.56 1.19 -3.70
17 H 0.78 1.81 -2.26

Computed properties:
Gap between HOMO and LUMO: 9.578 eV
Net charge: 0

***

Model C:
# C4H10OSi2

2 unconnected molecules or ions with the total composition C4H10OSi2 (wB97M-V/def2-TZVPD, the Open Molecules 2025 dataset).

Element x y z (Å)
1 C -2.40 1.20 -0.01
2 C -0.20 -2.04 -1.17
3 C -2.15 0.51 1.06
4 C 0.21 -1.74 0.03
5 O 1.79 -0.36 1.92
6 Si 1.87 1.49 -0.49
7 Si 0.83 -0.09 0.65
8 H -3.18 1.89 -0.04
9 H -1.98 1.12 -1.02
10 H -0.76 -2.97 -1.21
11 H -0.18 -1.37 -1.97
12 H -2.47 0.40 2.05
13 H 0.09 -2.56 0.77
14 H 2.04 -1.32 1.77
15 H 1.05 2.70 -0.57
16 H 3.21 2.09 0.05
17 H 2.22 1.07 -1.81

Computed properties:
Gap between HOMO and LUMO (alpha / beta): 7.869 / 6.865 eV
Net charge: 0

***

Tell me which of them is the most stable. Sure, it is model A.

***

Model A:
# C3H4NP

A single C3H4NP molecule (wB97M-V/def2-TZVPD, the Open Molecules 2025 dataset).

Element x y z (Å)
1 C -0.91 0.59 -0.46
2 C 0.41 0.89 -0.38
3 C -0.16 -1.49 -0.24
4 N -1.14 -0.75 -0.63
5 P 1.36 -0.55 0.08
6 H -1.63 1.25 -0.74
7 H 0.82 1.92 -0.50
8 H -0.30 -2.64 -0.28
9 H 1.01 -0.14 1.41

Computed properties:
Gap between HOMO and LUMO: 9.496 eV
Net charge: 0

***

Model B:
# C3H4NP

A single C3H4NP molecule (wB97M-V/def2-TZVPD, the Open Molecules 2025 dataset).

Element x y z (Å)
1 C 1.02 -1.24 -0.14
2 C 0.26 1.40 0.06
3 C -1.84 0.30 -0.29
4 N -0.89 0.92 -0.03
5 P 1.71 0.25 0.10
6 H 1.61 -2.19 0.12
7 H 0.27 2.33 0.49
8 H -2.27 -0.47 0.31
9 H 0.13 -1.30 -0.62

Computed properties:
Gap between HOMO and LUMO: 8.025 eV
Net charge: 0

***

Model C:
# C3H4NP

A molecular structure, C3H4NP (wB97M-V/def2-TZVPD, the Open Molecules 2025 dataset).

Element x y z (Å)
1 C 0.43 -0.68 -0.84
2 C 0.93 0.55 -0.52
3 C -0.66 -0.45 0.96
4 N -0.48 -1.30 0.01
5 P 0.31 1.08 1.07
6 H 0.68 -1.16 -1.77
7 H 1.58 1.13 -1.08
8 H -1.43 -0.55 1.68
9 H -1.35 1.37 0.49

Computed properties:
Gap between HOMO and LUMO: 9.424 eV
Net charge: 0

***

Tell me which of them is the most stable. Sure, it is model A.

***

Model A:
# C6H10O2

A single C6H10O2 molecule (wB97M-V/def2-TZVPD, the Open Molecules 2025 dataset).

Element x y z (Å)
1 C 1.05 -0.92 0.82
2 C 1.53 -0.64 -0.58
3 C -0.66 -0.17 -1.04
4 C -1.45 1.10 -1.15
5 C -0.75 0.83 0.09
6 C 0.34 0.00 1.85
7 H 0.42 -1.84 0.80
8 H 1.97 -1.14 1.40
9 H 2.07 0.28 -0.70
10 H 2.16 -1.56 -0.85
11 H -1.41 -1.05 -0.98
12 H -1.24 1.83 -1.88
13 H -2.53 0.92 -1.20
14 H 0.18 1.28 -0.02
15 H 0.21 -0.50 2.81
16 H 0.87 0.85 2.24
17 O 0.58 -0.42 -1.59
18 O -0.95 0.38 1.40

Computed properties:
Gap between HOMO and LUMO: 10.068 eV
Net charge: 0

***

Model B:
# C6H10O2

3 unconnected molecules or ions with the total composition C6H10O2 (wB97M-V/def2-TZVPD, the Open Molecules 2025 dataset).

Element x y z (Å)
1 C -0.20 -1.73 0.55
2 C -1.49 -1.46 0.14
3 C -1.95 -0.16 0.31
4 C -1.25 0.85 0.91
5 C 0.10 0.56 1.19
6 C 0.64 -0.72 0.91
7 H 0.30 -2.67 0.56
8 H -2.04 -2.26 -0.34
9 H -2.97 0.00 -0.11
10 H -1.70 1.84 1.46
11 H 0.74 1.26 1.68
12 H 1.71 -0.87 1.06
13 H 2.26 0.42 -1.24
14 H 2.43 -1.11 -1.44
15 O 2.90 -0.28 -1.43
16 H -0.36 1.75 -0.89
17 H 0.58 2.17 -2.15
18 O 0.31 2.40 -1.18

Computed properties:
Gap between HOMO and LUMO: 10.304 eV
Net charge: 0

***

Model C:
# C6H10O2

3 unconnected molecules or ions with the total composition C6H10O2 (wB97M-V/def2-TZVPD, the Open Molecules 2025 dataset).

Element x y z (Å)
1 C 0.35 -1.31 -0.02
2 C -1.00 -1.27 -0.27
3 C -1.83 -0.34 0.46
4 C -1.20 0.50 1.34
5 C 0.12 0.36 1.79
6 C 0.93 -0.52 1.16
7 H 0.93 -1.95 -0.62
8 H -1.49 -1.97 -0.93
9 H -2.91 -0.21 0.28
10 H -1.73 1.44 1.74
11 H 0.55 1.00 2.55
12 H 1.92 -0.77 1.49
13 H 0.64 -1.12 -2.23
14 H 0.05 0.15 -2.23
15 O 0.44 -0.42 -3.00
16 H 1.96 1.77 -0.91
17 H 0.99 2.25 0.17
18 O 1.28 2.41 -0.77

Computed properties:
Gap between HOMO and LUMO: 10.330 eV
Net charge: 0

***

Tell me which of them is the most stable. Sure, it is model B.

***

Model A:
# C5H7NO4

2 unconnected molecules or ions with the total composition C5H7NO4 (wB97M-V/def2-TZVPD, the Open Molecules 2025 dataset).

Element x y z (Å)
1 O -0.91 -3.24 -1.89
2 C -0.49 -2.24 -1.37
3 C -0.41 -0.92 -2.12
4 O 0.35 0.08 -1.49
5 C 0.04 0.17 -0.12
6 C 0.46 -1.13 0.56
7 O -0.11 -2.26 -0.10
8 C 0.75 1.32 0.46
9 N 1.40 2.23 0.78
10 H 0.05 -1.12 -3.10
11 H -1.45 -0.60 -2.28
12 H -1.04 0.33 0.03
13 H 1.55 -1.24 0.54
14 H 0.11 -1.17 1.60
15 O -0.12 3.27 3.23
16 H -0.84 3.03 2.64
17 H 0.65 3.48 2.64

Computed properties:
Gap between HOMO and LUMO: 11.075 eV
Net charge: 0

***

Model B:
# C5H7NO4

A molecular structure, C5H7NO4 (wB97M-V/def2-TZVPD, the Open Molecules 2025 dataset).

Element x y z (Å)
1 O 3.43 4.56 -0.73
2 C 2.32 4.35 -0.29
3 N 0.41 1.18 -1.17
4 C 1.57 0.37 -1.10
5 C 1.64 -1.01 -0.58
6 O 0.37 -1.68 -0.86
7 C 0.62 -1.60 -2.19
8 O -0.02 -2.14 -3.06
9 C 1.85 -0.78 -2.08
10 H 1.40 4.81 -0.68
11 H 0.44 2.17 -0.96
12 H 2.50 0.92 -0.90
13 H 2.28 -1.46 0.16
14 H 2.73 -0.85 -2.71
15 H -0.40 0.77 -0.62
16 O 2.01 3.40 0.66
17 H 2.81 2.86 0.88

Computed properties:
Gap between HOMO and LUMO: 9.785 eV
Net charge: 0

***

Tell me which of them is the most stable. Sure, it is model A.

***

Model A:
# C4H14N

2 unconnected molecules or ions with the total composition C4H14N (wB97M-V/def2-TZVPD, the Open Molecules 2025 dataset).

Element x y z (Å)
1 C 1.21 -0.10 -1.02
2 C 2.52 0.03 -1.75
3 N 0.71 1.20 -0.46
4 H 0.45 -0.48 -1.71
5 H 1.23 -0.75 -0.16
6 H 2.83 -0.86 -2.30
7 H 3.35 0.22 -1.05
8 H 0.42 1.87 -1.24
9 H -0.13 0.99 0.11
10 H 1.42 1.62 0.18
11 H 2.56 0.91 -2.39
12 C -1.44 -0.61 1.08
13 C -2.73 -0.63 1.89
14 H -1.54 -1.16 0.14
15 H -1.22 0.43 0.80
16 H -0.52 -0.98 1.53
17 H -3.57 -0.38 1.26
18 H -2.64 0.21 2.59
19 H -2.89 -1.53 2.49

Computed properties:
Expectation value of S²: 0.751
Gap between HOMO and LUMO (alpha / beta): 4.485 / 12.856 eV
2S+1: 2
Net charge: 0

***

Model B:
# C4H14N

2 unconnected molecules or ions with the total composition C4H14N (wB97M-V/def2-TZVPD, the Open Molecules 2025 dataset).

Element x y z (Å)
1 C 0.46 1.91 -2.15
2 N 0.80 0.48 -1.84
3 H -0.62 2.03 -2.27
4 H 1.08 2.23 -2.98
5 H 0.69 2.45 -1.23
6 H 0.43 0.19 -0.92
7 H 0.45 -0.13 -2.61
8 H 1.88 0.37 -1.79
9 C -0.02 0.34 1.59
10 C -1.08 -0.75 1.15
11 C -0.45 -2.11 1.37
12 H -0.33 1.37 1.42
13 H -0.04 0.23 2.67
14 H 0.93 0.00 1.20
15 H -1.91 -0.54 1.84
16 H -1.51 -0.64 0.15
17 H -1.15 -2.93 1.50
18 H 0.13 -2.07 2.30
19 H 0.26 -2.43 0.61

Computed properties:
Expectation value of S²: 0.751
Gap between HOMO and LUMO (alpha / beta): 4.783 / 12.210 eV
2S+1: 2
Net charge: 0

***

Tell me which of them is the most stable. Sure, it is model B.

***

Model A:
# C5H9NSi

A single C5H9NSi molecule (wB97M-V/def2-TZVPD, the Open Molecules 2025 dataset).

Element x y z (Å)
1 C 2.31 0.11 -0.30
2 C -0.96 0.34 -0.04
3 C 2.90 0.85 -1.17
4 C -0.33 -0.81 0.61
5 C -1.44 0.35 -1.54
6 N -1.08 1.52 0.41
7 Si 1.48 -1.32 0.30
8 H 3.46 1.68 -0.90
9 H 2.98 0.55 -2.20
10 H -0.42 -0.83 1.71
11 H -0.82 -1.68 0.20
12 H -1.74 1.37 -1.72
13 H -2.29 -0.38 -1.51
14 H -0.83 -0.15 -2.32
15 H -0.63 1.76 1.36
16 H 1.89 -2.53 1.04

Computed properties:
Gap between HOMO and LUMO: 8.231 eV
Net charge: 0

***

Model B:
# C5H9NSi

A molecular structure, C5H9NSi (wB97M-V/def2-TZVPD, the Open Molecules 2025 dataset).

Element x y z (Å)
1 C 0.14 0.07 -0.65
2 C -0.85 1.19 -0.80
3 C 0.81 -0.65 0.38
4 C -2.27 1.34 -0.71
5 C 1.30 -2.01 -0.07
6 N 0.13 1.89 -1.10
7 Si 1.31 0.19 1.99
8 H 0.13 -0.40 -1.53
9 H -2.74 0.48 -0.20
10 H -2.73 1.39 -1.71
11 H -2.52 2.32 -0.29
12 H 0.62 -2.73 -0.53
13 H 1.62 -2.42 0.81
14 H 2.10 -1.87 -0.81
15 H 2.20 -0.29 3.11
16 H 0.75 1.51 2.10

Computed properties:
Gap between HOMO and LUMO (alpha / beta): 6.877 / 6.810 eV
Net charge: 0

***

Tell me which of them is the most stable. Sure, it is model A.